No. 1
{
  "formula": "C29H54N2O28S2",
  "method": "ωB97M-V/def2-TZVPD",
  "e_lumo_ev": -0.43,
  "e_above_lowest_kcal_mol": 21.7,
  "homo_ha": -0.270,
  "spin_multiplicity": 1,
  "orbital_gap_ha": 0.255,
  "symbols": ["C", "N", "C", "C", "C", "C", "O", "H", "H", "H", "H", "H", "H", "H", "H", "H", "H", "H", "H", "H", "H", "N", "O", "O", "O", "O", "S", "O", "O", "C", "C", "C", "H", "H", "H", "H", "H", "H", "H", "H", "O", "S", "O", "O", "C", "C", "C", "H", "H", "H", "H", "H", "H", "H", "H", "C", "C", "O", "C", "O", "O", "H", "H", "H", "H", "C", "C", "O", "C", "O", "O", "H", "H", "H", "H", "C", "C", "O", "C", "O", "O", "H", "H", "H", "H", "C", "C", "O", "C", "O", "O", "H", "H", "H", "H", "C", "C", "O", "C", "O", "O", "H", "H", "H", "H", "C", "C", "O", "C", "O", "O", "H", "H", "H", "H"],
  "xyz": [[11.473, 29.754, 6.782], [11.737, 30.054, 5.431], [10.661, 29.375, 4.679], [11.785, 31.524, 5.196], [13.162, 29.497, 4.958], [13.666, 29.625, 3.515], [14.897, 29.118, 3.345], [10.450, 30.261, 7.021], [12.404, 30.087, 7.374], [11.482, 28.561, 6.832], [10.677, 28.444, 4.768], [10.877, 29.747, 3.642], [9.643, 29.894, 4.879], [12.596, 31.868, 5.617], [10.813, 32.159, 5.442], [11.714, 31.766, 4.123], [13.183, 28.523, 5.320], [14.023, 29.908, 5.471], [13.182, 30.590, 3.197], [12.811, 29.090, 2.921], [14.720, 28.133, 3.041], [15.031, 25.820, 4.754], [15.085, 24.595, 4.849], [15.345, 26.555, 5.813], [14.689, 26.350, 3.652], [19.314, 27.425, 1.595], [20.142, 28.560, 1.981], [19.938, 29.824, 1.396], [19.619, 28.855, 3.609], [18.247, 29.267, 3.657], [17.695, 29.483, 5.140], [21.883, 28.183, 2.116], [17.612, 28.609, 3.117], [18.110, 30.183, 2.877], [16.656, 29.918, 5.109], [18.078, 30.418, 5.797], [17.718, 28.506, 5.790], [22.460, 27.912, 1.107], [22.082, 27.649, 2.867], [22.408, 29.189, 2.333], [16.704, 32.401, -0.028], [15.461, 32.404, 0.679], [15.424, 32.632, 2.183], [14.668, 33.704, -0.064], [15.035, 34.955, 0.458], [14.124, 35.995, -0.175], [14.634, 30.882, 0.299], [15.860, 35.439, 0.110], [15.143, 35.229, 1.527], [13.118, 35.952, 0.314], [13.898, 35.894, -1.171], [14.492, 37.009, -0.346], [15.367, 30.059, 0.573], [14.595, 30.971, -0.806], [13.762, 30.900, 0.863], [8.621, 31.783, 1.597], [8.644, 32.561, 0.373], [9.932, 33.289, 0.542], [10.650, 32.780, 1.399], [11.800, 33.177, 1.768], [10.058, 31.724, 1.947], [8.158, 30.830, 1.309], [8.155, 32.315, 2.375], [7.790, 33.070, 0.058], [8.722, 32.015, -0.438], [15.977, 32.896, 5.301], [16.380, 33.715, 6.462], [15.897, 33.077, 7.592], [15.446, 31.829, 7.252], [14.931, 31.023, 7.923], [15.360, 31.792, 5.868], [16.779, 32.666, 4.603], [15.380, 33.499, 4.653], [16.013, 34.817, 6.301], [17.557, 33.668, 6.465], [6.014, 27.766, 4.870], [5.214, 27.993, 6.134], [6.127, 28.329, 7.083], [7.455, 28.234, 6.510], [8.508, 28.374, 6.999], [7.390, 27.787, 5.295], [5.874, 28.715, 4.253], [5.692, 26.872, 4.357], [4.847, 26.863, 6.525], [4.400, 28.720, 5.972], [12.478, 34.934, 7.443], [12.245, 35.295, 8.921], [11.194, 34.409, 9.305], [10.814, 33.578, 8.260], [9.897, 32.739, 8.182], [11.599, 33.860, 7.221], [13.574, 34.588, 7.310], [12.206, 35.754, 6.709], [12.052, 36.331, 9.022], [13.132, 34.861, 9.521], [11.687, 26.022, 6.730], [11.914, 24.637, 7.095], [11.384, 24.014, 5.939], [10.939, 24.916, 5.075], [10.491, 24.664, 3.980], [11.024, 26.078, 5.492], [12.585, 26.467, 6.538], [11.131, 26.626, 7.591], [11.404, 24.079, 7.871], [13.068, 24.434, 7.173], [9.008, 31.443, 11.718], [8.650, 30.204, 10.914], [9.747, 29.945, 10.162], [10.703, 30.741, 10.367], [11.815, 30.636, 9.938], [10.170, 31.848, 11.134], [9.288, 31.246, 12.724], [8.274, 32.247, 11.712], [7.722, 30.104, 10.338], [8.487, 29.232, 11.706]],
  "mulliken_charge": [0.1539, 1.5615, -1.1160, -0.7501, 0.9543, -0.4844, -0.0728, 0.3891, 0.3365, -1.1722, 0.7384, 0.2151, 0.0474, 0.5934, 0.1140, -0.0957, -0.2337, -0.3266, -0.3198, 0.2113, 0.4703, 0.9415, -0.6385, -0.6325, -0.6968, -0.6257, 1.2561, -0.5801, -0.4167, -0.4067, 0.0548, -0.9703, 0.4323, 0.1770, -0.4281, 0.2072, 0.2569, 0.2957, 0.4469, 0.3201, -0.6376, 1.0487, -0.4285, -0.2884, -0.2079, -1.3513, -0.5204, 0.4044, 0.2810, 0.2206, 0.4218, 0.3964, 0.2690, 0.4606, -0.1152, -0.2787, -0.6583, -0.3456, 0.5004, -0.5125, -0.1382, 0.2861, 0.3261, 0.4411, 0.3650, -0.1458, -0.3911, -0.3867, 0.2666, -0.4426, 0.0137, 0.2607, 0.1303, 0.2381, 0.3279, -0.3593, -0.3322, -0.3090, 0.4851, -0.3076, -0.2199, 0.2198, 0.3056, 0.2571, 0.2735, 0.0877, -0.4123, -0.3367, 0.6594, -0.5893, -0.0805, -0.2271, 0.3161, 0.2981, 0.3084, 0.1809, -0.4075, -0.3542, 0.7224, -0.6509, -0.1570, 0.1498, -0.0355, 0.2528, 0.2242, -0.2575, -0.3640, -0.2118, 0.7068, -0.5361, -0.3409, 0.2491, 0.2620, 0.2954, 0.2184]
}

***

No. 2
{
  "formula": "C10H24FNO7PS",
  "method": "ωB97M-V/def2-TZVPD",
  "e_lumo_ev": -3.50,
  "homo_ha": -0.467,
  "spin_multiplicity": 1,
  "orbital_gap_ha": 0.338,
  "total_charge": 1,
  "symbols": ["C", "C", "C", "F", "C", "C", "S", "O", "O", "C", "O", "C", "N", "H", "H", "H", "H", "H", "H", "H", "H", "H", "H", "H", "H", "H", "H", "H", "C", "O", "P", "O", "O", "C", "O", "C", "H", "H", "H", "H", "H", "H", "H", "H", "H"],
  "xyz": [[-2.155, 4.072, 2.685], [-2.742, 4.212, 1.275], [-2.139, 3.377, 0.136], [-1.445, 4.144, -0.763], [-1.215, 2.215, 0.519], [0.222, 2.656, 0.972], [1.576, 2.455, -0.219], [2.745, 2.892, 0.478], [1.252, 3.209, -1.387], [-0.982, 1.308, -0.712], [-2.263, 0.705, -0.936], [-2.739, 0.331, 0.309], [-1.995, 1.191, 1.358], [-1.077, 4.203, 2.741], [-2.582, 4.864, 3.298], [-2.410, 3.143, 3.202], [-2.604, 5.253, 0.981], [-3.820, 4.060, 1.318], [-2.971, 2.947, -0.430], [0.472, 2.216, 1.939], [0.191, 3.735, 1.110], [1.737, 1.130, -0.465], [-0.792, 1.837, -1.638], [-0.341, 0.444, -0.508], [-2.717, -0.747, 0.465], [-3.771, 0.685, 0.294], [-2.748, 1.541, 1.947], [-1.320, 0.586, 1.824], [3.509, -3.446, -3.073], [2.315, -4.044, -2.533], [1.957, -3.622, -1.032], [2.139, -2.161, -0.876], [3.131, -4.468, -0.329], [3.341, -5.844, -0.682], [0.931, -3.939, 0.192], [-0.337, -3.282, 0.128], [3.830, -4.091, -3.887], [3.284, -2.456, -3.463], [4.294, -3.383, -2.323], [4.236, -5.923, -1.299], [2.498, -6.265, -1.229], [3.487, -6.410, 0.234], [-0.785, -3.332, -0.864], [-0.196, -2.233, 0.401], [-1.002, -3.764, 0.842]],
  "mulliken_charge": [-1.1458, -0.6699, -0.2145, -0.3391, 1.3633, -1.3448, 1.0568, -0.6027, -0.5472, -1.6034, -0.3984, -0.5434, 0.0622, 0.2573, 0.4197, 0.3191, 0.4367, 0.3364, 0.4539, 0.5733, 0.3347, 0.1360, 0.5147, 0.5968, 0.3840, 0.3582, 0.3398, 0.4730, -0.6266, -0.3492, 1.0262, -0.5821, -0.3296, -0.6907, -0.3177, -0.7859, 0.2514, 0.2483, 0.3458, 0.2625, 0.3316, 0.2696, 0.3707, 0.2269, 0.3421]
}

***

No. 3
{
  "formula": "C22H52AlB2BeBrCl5F5LiN3O17P4S",
  "method": "ωB97M-V/def2-TZVPD",
  "e_lumo_ev": -4.22,
  "homo_ha": -0.248,
  "spin_multiplicity": 1,
  "orbital_gap_ha": 0.093,
  "symbols": ["C", "C", "B", "O", "C", "P", "O", "O", "N", "B", "O", "O", "C", "C", "P", "S", "C", "P", "N", "O", "O", "O", "C", "C", "C", "N", "C", "C", "C", "O", "H", "H", "H", "H", "H", "H", "H", "H", "H", "H", "H", "H", "H", "H", "H", "H", "H", "H", "H", "H", "H", "H", "H", "H", "H", "H", "H", "H", "H", "H", "H", "Cl", "Be", "C", "Cl", "Cl", "Cl", "Cl", "C", "C", "C", "O", "H", "H", "H", "H", "H", "H", "H", "H", "C", "O", "P", "O", "O", "C", "O", "C", "H", "H", "H", "H", "H", "H", "H", "H", "H", "C", "C", "O", "C", "O", "O", "H", "H", "H", "H", "F", "Br", "F", "Al", "F", "F", "F", "Li"],
  "xyz": [[4.198, -3.251, -1.715], [3.563, -1.848, -2.079], [1.962, -1.904, -2.063], [1.484, -2.701, -3.110], [0.993, -1.074, -1.054], [2.034, -0.320, 0.380], [3.258, -1.280, 0.926], [2.696, 1.128, 0.049], [0.342, -0.028, -1.957], [1.230, 0.559, -3.041], [0.783, 0.438, -4.371], [2.369, 1.218, -2.845], [3.017, 1.731, -4.036], [-0.559, 0.947, -1.242], [0.039, 2.688, -0.907], [0.144, 3.127, 1.028], [-1.192, 0.276, 0.021], [-2.848, 1.048, 0.404], [-4.028, 0.451, -0.514], [-2.895, 2.642, 0.183], [-3.181, 0.762, 1.963], [-1.439, -1.061, -0.319], [-0.215, -1.917, -0.440], [-0.078, -2.366, 1.042], [0.998, -3.404, 1.457], [1.663, -3.101, 2.749], [-0.834, -2.964, -1.391], [-0.145, -4.381, -1.272], [-0.923, -5.370, -0.338], [-0.862, -5.421, -1.875], [4.898, -3.098, -0.879], [3.447, -4.022, -1.486], [4.805, -3.602, -2.560], [3.997, -1.012, -1.515], [3.852, -1.669, -3.135], [1.883, -2.424, -3.949], [3.306, -2.174, 0.554], [3.531, 1.244, 0.557], [-0.308, -0.623, -2.495], [-0.084, 0.879, -4.405], [3.946, 2.228, -3.687], [2.401, 2.529, -4.472], [3.336, 0.957, -4.753], [-1.440, 1.083, -1.911], [-0.905, 3.616, -1.459], [1.283, 3.050, -1.450], [-0.581, 0.406, 0.936], [-3.654, -0.227, -1.172], [-3.843, 2.885, 0.155], [-2.839, -0.131, 2.153], [-0.029, -1.528, 1.755], [-1.061, -2.821, 1.268], [0.481, -4.362, 1.642], [1.728, -3.659, 0.657], [2.652, -3.298, 2.637], [1.612, -2.098, 2.929], [-1.855, -3.230, -1.083], [-0.832, -2.704, -2.457], [0.956, -4.433, -1.246], [-0.647, -6.425, -0.294], [-1.978, -5.127, -0.163], [-5.931, -0.869, -0.341], [-1.582, 3.837, 2.707], [7.375, 2.256, -2.164], [5.802, 1.515, -1.823], [7.396, 3.903, -1.526], [8.652, 1.306, -1.394], [7.635, 2.293, -3.914], [0.551, -4.093, 5.987], [1.935, -4.158, 6.613], [2.109, -5.425, 7.437], [2.140, -3.018, 7.443], [-0.225, -4.082, 6.759], [0.437, -3.177, 5.407], [0.376, -4.946, 5.329], [2.693, -4.122, 5.830], [1.386, -5.457, 8.257], [3.102, -5.455, 7.887], [1.978, -6.319, 6.823], [1.476, -3.036, 8.141], [-8.030, 6.987, 2.601], [-8.538, 5.677, 2.292], [-7.389, 4.477, 1.965], [-8.347, 3.442, 1.469], [-7.042, 4.314, 3.550], [-8.080, 3.908, 4.440], [-5.955, 3.723, 1.523], [-5.538, 2.584, 2.277], [-8.869, 7.610, 2.906], [-7.306, 6.946, 3.417], [-7.569, 7.429, 1.718], [-8.924, 3.462, 3.914], [-8.417, 4.770, 5.017], [-7.665, 3.171, 5.126], [-6.366, 1.907, 2.482], [-5.066, 2.893, 3.209], [-4.796, 2.068, 1.677], [2.570, 0.905, -9.043], [2.087, -0.229, -8.174], [3.153, -0.374, -7.232], [3.811, 0.813, -7.171], [4.641, 1.077, -6.362], [3.395, 1.654, -8.148], [1.757, 1.518, -9.426], [3.180, 0.562, -9.881], [1.170, 0.018, -7.634], [1.932, -1.150, -8.731], [-0.028, 5.092, -1.298], [-4.437, 1.573, -2.851], [2.603, 3.896, 2.963], [3.573, 2.683, 3.737], [2.799, 2.163, 5.181], [5.115, 3.339, 4.108], [3.757, 1.318, 2.672], [-4.122, 3.988, -2.056]],
  "mulliken_charge": [-1.3792, -0.1721, 0.8010, -0.8925, 0.8427, -0.1490, -0.5802, -0.2149, 0.5016, 0.5564, -0.1620, -0.1466, -0.6638, -0.7072, 0.1669, -0.1564, -0.5527, 0.6647, -0.5563, -0.3440, -0.3902, -0.5106, -0.1653, -1.6284, -0.5918, -0.5198, -1.2821, 0.6483, -1.2879, -0.5650, 0.3674, 0.2318, 0.3552, 0.3609, 0.2798, 0.3621, 0.2918, 0.2538, 0.5918, 0.3199, 0.2357, 0.3828, 0.1218, 0.7389, 0.1160, 0.1082, 0.5676, 0.4794, 0.1888, 0.3509, 0.5913, 0.7749, 0.1246, 0.4161, 0.2506, 0.2948, 0.8623, 0.0965, 0.3270, 0.3813, 0.3423, -0.1827, 0.2507, 0.2241, 0.0102, -0.0977, -0.1125, -0.0975, -1.1167, 0.3972, -1.2882, -0.5445, 0.4326, 0.2071, 0.3038, 0.2425, 0.3269, 0.3305, 0.3506, 0.3413, -0.7084, -0.3084, 0.8619, -0.6285, -0.3172, -0.7220, -0.1821, 0.3616, 0.2410, 0.3377, 0.2938, 0.3626, 0.2526, 0.2628, 0.3283, 0.2040, -0.5959, -0.4051, -0.1847, -0.2789, 0.7779, -0.5810, -0.3137, 0.3057, 0.2787, 0.1646, 0.3152, -0.8104, -0.7767, -0.3819, 0.4868, -0.4002, -0.3969, -0.3351, 0.7839]
}